Record 1
Density functional theory data (ωB97M-V/def2-TZVPD) for 2 unconnected molecules or ions with the total composition C6H11Cl3N at a distorted geometry.

The calculation puts the frontier orbital gap (alpha / beta) at 8.032 / 7.846 eV. As for the LUMO energy (alpha / beta): -4.878 / -4.974 eV. The spin multiplicity is 1. The charge is +1. The total energy is -1670.06791 Eh.

Structure (XYZ):
```
21
Properties=species:S:1:pos:R:3:lowdin_charge:R:1
C -2.55 0.69 -0.28 -0.7141
C -3.23 -0.42 -0.14 -1.1402
C 2.17 -0.70 -0.26 0.0153
C 1.24 1.46 0.18 0.0219
C 0.28 -0.57 1.13 0.0193
C 0.04 -0.06 -1.20 0.1217
N 0.91 0.03 -0.06 -0.4047
Cl -2.79 2.27 -0.25 0.8103
Cl -4.88 -0.54 0.59 0.5845
Cl -2.72 -2.06 -0.42 0.6427
H 2.03 -1.76 0.06 0.1363
H 2.48 -0.74 -1.25 0.1031
H 2.81 -0.38 0.54 0.1152
H 0.40 2.09 0.31 0.0884
H 1.74 1.75 1.07 0.1128
H 1.85 1.80 -0.56 0.0883
H -0.57 -0.06 1.33 0.0669
H -0.26 -1.40 0.73 0.0664
H 1.04 -0.82 1.82 0.1228
H -0.23 -1.07 -1.28 0.0559
H 0.24 0.49 -2.05 0.0873
```

Record 2
Density functional theory data (ωB97M-V/def2-TZVPD) for 4 unconnected molecules or ions with the total composition C6H11Cl3N2 at a distorted geometry.

The calculation puts the frontier orbital gap at 5.205 eV. As for the LUMO energy: 4.332 eV. The spin multiplicity is 1. The charge is -2. The total energy is -1725.35353 Eh.

Structure (XYZ):
```
22
Properties=species:S:1:pos:R:3:lowdin_charge:R:1
C 2.22 0.09 1.46 -0.0793
C 1.28 -0.91 0.80 -0.1905
N -0.01 -0.23 0.52 -0.0274
C -1.08 -0.04 1.38 -0.0253
C -2.01 0.72 0.73 -0.0398
N -1.56 0.81 -0.57 -0.1087
C -0.41 0.14 -0.69 -0.0303
C -2.17 1.59 -1.63 -0.0173
H 3.14 -0.45 1.70 0.0689
H 1.86 0.43 2.43 0.0607
H 2.40 0.90 0.75 0.0712
H 1.10 -1.81 1.38 0.0682
H 1.64 -1.16 -0.20 0.0641
H -1.06 -0.38 2.40 0.1249
H -2.93 1.22 0.97 0.1115
H 0.15 0.23 -1.62 0.0610
H -1.42 1.80 -2.39 0.0537
H -2.40 2.57 -1.21 0.0876
H -3.01 1.08 -2.10 0.0951
Cl 0.75 -3.09 -2.04 -0.7536
Cl 2.87 -4.00 2.15 -0.8535
Cl 0.65 0.48 -4.21 -0.7412
```

Relative energy (zero: lowest compared OMol25 entry of this formula, charge and spin) list, top to bottom, in kcal per mole: 78.9 0.0